(1)
{"formula": "C29H61I2N7O9", "method": "the ωB97M-V functional and the def2-TZVPD basis", "elements": ["H", "H", "N", "H", "C", "H", "H", "C", "H", "I", "H", "C", "H", "N", "H", "O", "C", "C", "C", "H", "O", "C", "C", "H", "H", "C", "H", "C", "H", "C", "H", "H", "C", "C", "H", "C", "C", "H", "H", "H", "H", "O", "H", "H", "H", "C", "H", "H", "H", "C", "H", "C", "H", "C", "C", "H", "H", "C", "O", "H", "C", "H", "H", "O", "H", "H", "O", "C", "H", "I", "H", "H", "H", "O", "H", "H", "N", "H", "H", "C", "H", "H", "H", "C", "H", "O", "H", "C", "H", "C", "N", "H", "H", "H", "O", "N", "H", "H", "H", "C", "C", "N", "H", "H", "H", "N", "H", "H"], "positions_angstrom": [[3.07940, 4.52102, -0.97555], [-2.84544, 0.68860, 1.47973], [-5.52563, -4.54717, -5.80479], [-1.44636, 0.93032, 2.22832], [1.28057, -5.00805, -4.65376], [3.27691, 4.41338, 0.77957], [2.93518, 2.98392, 7.16915], [-0.77537, -3.23130, -3.48587], [-3.89844, -5.78805, -6.15846], [3.51900, 1.51451, 1.54581], [2.11511, -0.76789, -9.89451], [-0.67021, 7.66326, -3.75944], [2.49496, -2.11927, 9.31788], [0.02622, 6.88033, -2.75534], [2.07697, -0.81831, 8.19671], [-0.35246, -6.72749, -4.31732], [-0.03944, 2.36547, 8.55967], [-0.83792, -1.71057, 3.11883], [-1.34989, 2.70708, 1.42788], [-1.42732, -0.80616, 3.30569], [0.36537, -2.09466, -6.30616], [2.74151, 2.50902, -0.22711], [-1.04583, -2.70997, 4.32101], [1.87834, -5.82510, -5.05037], [-1.81645, -5.08447, -3.41243], [2.66647, 4.06827, -0.06436], [1.24968, -2.59256, -8.46099], [1.35104, -2.73396, 7.61102], [3.18963, -5.35793, 7.33659], [-1.05273, -1.64091, 0.50629], [-0.09512, 7.64145, -4.68694], [0.77428, 9.39364, -1.88886], [2.38922, -1.85721, 8.26375], [2.70369, -4.80340, 8.14179], [1.85672, 0.84120, -1.22780], [-5.74470, -3.22248, -5.58440], [-4.43924, -5.37157, -5.30749], [0.66707, 3.17796, 1.35528], [-0.18850, 3.29799, 9.10628], [1.39217, 4.27877, 5.72834], [1.63030, 4.41763, 0.00059], [-0.27346, -0.46578, 0.75483], [-1.48828, 3.71881, 1.83501], [-1.54920, -2.70497, -4.04502], [-1.64870, 7.21531, -3.94125], [1.41227, 2.20539, 8.18429], [-3.75082, -4.80395, -4.69102], [0.24215, -1.53909, 3.03167], [2.93964, -0.10761, -8.46988], [1.53454, 1.82470, -0.86699], [-0.21260, -2.57659, 5.02669], [-0.05733, -5.54546, -4.21298], [1.43342, 0.74547, -6.90097], [0.27626, 8.73822, -1.17298], [0.15719, 2.22251, 1.18016], [-4.72378, -2.92296, -3.71840], [-0.33470, 1.53825, 9.19927], [-0.16717, 0.34825, -0.30765], [-6.71323, -2.66719, -6.07721], [-0.45051, -2.31775, -0.11661], [1.33047, 4.32991, 6.81705], [-0.94585, -3.44792, 1.73867], [-3.75741, -2.52249, -5.16809], [-0.47860, -0.03848, -1.38323], [1.81001, -4.56948, -3.80628], [-1.09827, -3.74637, 3.95765], [1.06375, 6.50762, -0.80250], [2.59137, -1.01857, -8.94506], [-1.96460, -2.45500, 4.86684], [1.11182, 2.92590, -2.74437], [3.56029, 2.38000, -0.94851], [-0.66485, 2.35300, 7.66602], [2.77506, -0.16109, -6.14167], [-2.27076, 2.19757, 0.53329], [0.20013, 5.90631, -2.94895], [1.14621, -4.25978, -5.43675], [-0.94399, -4.66096, -3.68647], [2.34354, -5.51235, 8.88987], [3.44521, -1.66968, -9.14051], [-1.34119, -2.42723, 1.83742], [-6.22422, -4.97739, -6.39050], [-2.43584, -2.52675, 1.94490], [0.28911, 4.40662, 7.11138], [-4.75117, -2.48656, -4.71839], [-0.79018, 8.96544, -1.13948], [2.08486, 1.26448, 8.57831], [-5.05472, -1.44668, -4.63341], [1.69303, -0.10680, -6.27146], [0.83897, -4.60170, 7.14636], [-2.36446, 1.54758, 1.97802], [1.96376, 3.15255, 7.38013], [0.19725, -2.88748, -3.81726], [-0.89377, -3.01002, -2.42320], [0.42231, 1.56929, 2.02227], [0.33675, -2.27598, 7.10379], [1.57257, -4.07743, 7.59788], [0.69907, 8.91738, -0.18808], [3.34794, -1.96468, 7.75273], [-4.85941, -6.18879, -4.71825], [1.17499, -1.38358, -6.88354], [0.49240, 7.29200, -1.54781], [1.63813, -1.72914, -8.11353], [3.42563, -4.13675, 8.60137], [1.86568, 5.21776, 7.15871], [1.23500, 0.03291, -5.29524], [0.27801, 1.68183, -0.15600], [-0.80293, 8.69366, -3.44724], [-2.02559, -1.43360, 0.04395]], "mulliken_charge": [0.326, 0.478, -0.151, -0.269, -0.952, 0.339, 0.229, -0.111, 0.294, 0.048, 0.293, -0.924, 0.355, -0.033, 0.011, -0.692, -1.277, 0.350, 0.226, -0.021, -0.626, -0.604, -0.996, 0.322, 0.217, -0.990, 0.248, 0.855, 0.286, -0.325, 0.287, 0.387, -1.004, -0.866, 0.502, 0.639, -0.466, 0.457, 0.380, 0.240, 0.335, -0.113, 0.466, -0.045, 0.291, 0.782, -0.075, 0.188, 0.340, -0.736, 0.088, 0.723, 0.365, -1.416, -0.992, 0.330, 0.288, 0.085, -0.660, 0.113, -0.801, 0.426, 0.155, -0.653, 0.338, 0.365, -0.537, -0.891, 0.327, 0.056, 0.629, 0.361, 0.360, -0.329, 0.030, 0.116, -0.006, 0.291, 0.293, -0.948, 0.215, 0.216, 0.325, -0.946, 0.375, -0.709, 0.330, -1.194, 0.237, -0.579, -0.156, 0.171, -0.008, 0.352, -0.687, -0.152, 0.286, 0.370, 0.310, 0.791, 0.816, -0.187, 0.336, 0.291, 0.195, 0.856, 0.359, 0.387], "smiles": "CCCCOC(=O)N(C[C@@H]1CO1)[C@@H](I)[C@@H](C)I.CNC(C)=O.CNC(C)=O.CNC(C)=O.CNC(C)=O.CNC(C)=O.CNC(C)=O", "homo_lumo_gap_ev": 8.4, "e_homo_ev": -8.586}

---

(2)
{"formula": "C29H63AlBrCl2MgN4O10S", "method": "the ωB97M-V functional and the def2-TZVPD basis", "elements": ["C", "H", "H", "H", "H", "H", "H", "H", "H", "H", "H", "H", "H", "H", "H", "H", "C", "C", "H", "Br", "H", "H", "H", "C", "C", "H", "C", "C", "Cl", "H", "C", "C", "H", "H", "N", "H", "H", "H", "H", "C", "H", "C", "H", "C", "H", "H", "H", "C", "O", "C", "N", "H", "C", "H", "H", "C", "C", "H", "H", "H", "S", "Al", "H", "O", "N", "H", "C", "H", "H", "H", "O", "H", "H", "O", "C", "Mg", "H", "O", "H", "N", "H", "H", "H", "C", "Cl", "H", "H", "H", "C", "H", "C", "O", "H", "C", "H", "C", "O", "H", "O", "H", "C", "O", "H", "H", "H", "C", "C", "O", "C", "H", "C", "H"], "positions_angstrom": [[-2.41454, 3.70095, 2.21008], [2.38965, 3.03623, 0.64744], [-3.29190, -1.69158, -0.35704], [-3.46083, 9.34908, 1.76780], [3.63070, -1.19778, 3.04785], [0.39875, 0.87843, 4.56675], [-2.77335, 4.67209, 4.45653], [-0.41189, -7.53172, -1.40990], [4.86252, 5.26112, 0.14455], [-0.11529, -1.46114, 3.31076], [4.65593, 0.91209, -0.36913], [-3.20706, -5.40167, -0.74718], [-3.42938, 4.21392, 2.23323], [1.60138, -2.47819, 1.89612], [-6.05400, 1.27756, -0.51396], [-4.91588, 8.63686, 1.39771], [-3.09778, -4.22568, -2.62611], [4.97989, 4.13024, 0.00344], [0.04106, -9.94797, -2.77449], [-1.70970, -0.22515, -4.50515], [2.10012, -7.73788, -3.11634], [-0.35316, -2.53480, -6.22355], [3.60083, 1.17616, 2.55605], [1.57471, -9.72687, -1.28037], [-1.46595, 2.53470, -1.28218], [-2.05607, -3.89439, -2.48711], [-4.29252, 0.06055, -1.34484], [-1.24085, 4.60793, 2.82962], [0.67248, 0.35160, -2.48899], [-6.22429, -0.57814, -0.26164], [-1.59399, 2.92523, 5.74420], [5.76393, 1.92457, 1.33433], [6.80620, 1.96069, 0.84467], [0.74218, 3.85837, -2.36965], [-0.70140, 2.29830, -2.34683], [-4.66546, 2.10938, -2.31348], [2.49433, 1.35919, -1.73245], [-2.50964, 2.76073, 2.87198], [-0.34608, 0.86215, 2.84954], [-2.12747, 3.19179, 0.73497], [2.66969, -9.76242, -1.25090], [3.91636, 3.54240, -1.03731], [-4.69343, -0.63760, -2.15756], [-5.49531, 0.29536, -0.30258], [1.43918, -1.29239, 4.26554], [5.97343, 1.63723, 2.43329], [-4.83627, 9.77867, 2.59219], [4.83372, 0.76630, 0.74360], [3.50677, -3.74366, -4.95424], [1.06885, -9.57541, -2.70194], [-0.96078, 3.24588, -0.08658], [-2.12119, -0.38686, -1.11752], [0.73562, 2.71391, -2.48250], [1.07871, 1.53333, -0.60255], [-4.13052, 2.46188, 0.62325], [3.23332, -0.98561, 1.99986], [3.50288, 0.53984, 1.60083], [-5.07128, 0.41534, 0.76377], [4.26039, 2.59709, -1.57922], [1.18366, -10.62092, -0.78756], [2.54636, -4.61952, -4.26331], [-1.72020, 7.99074, 4.51740], [6.01661, 3.99868, -0.48742], [1.15457, -8.56048, -0.56471], [-2.85536, 2.13698, -1.11769], [3.80467, 4.33950, -1.86486], [5.05396, 3.36828, 1.40292], [-2.96138, -0.01095, 0.46216], [1.85510, 4.26958, -0.60410], [-2.22708, 2.33957, 4.97924], [-0.83105, 4.02121, 5.18667], [-0.23867, 4.05234, 2.76728], [2.58556, 0.90789, 1.02791], [2.17461, -5.73919, -5.14373], [1.74145, 2.11498, -1.34332], [-2.44462, 0.34783, 4.88620], [-4.24432, -6.00587, -1.96356], [0.08107, -2.21610, -7.01653], [1.67934, -10.11268, -3.43016], [-3.24437, 2.54652, 0.12191], [5.44288, -0.20970, 0.83535], [-1.10888, 1.77715, -3.13539], [-3.29196, 1.11935, -3.02290], [1.64984, -1.33023, 1.97110], [-2.26396, -2.71197, -4.50593], [1.15114, -0.93340, 1.02940], [0.42243, -7.71924, -3.67668], [-3.10832, -4.49672, -3.69696], [1.08450, -8.07245, -2.88526], [3.69830, -1.67311, 1.20184], [0.67610, -7.58529, -1.50718], [3.15613, -5.14256, -3.03196], [1.09568, -6.60569, -1.26754], [-1.65721, 4.88147, 4.38172], [4.06564, 3.27951, 1.95706], [-3.20551, -5.66646, -1.81729], [-4.35372, 9.04043, 2.12015], [-2.31734, 3.25911, 6.57500], [-2.26488, -6.45221, -2.23033], [1.14639, 2.44962, -3.51129], [-3.77592, 1.43571, -2.03685], [-4.03321, -3.43986, -2.20294], [-1.49062, 6.00716, 4.56895], [-0.82906, 2.17653, 6.16393], [-1.17134, 5.57445, 2.23180], [-3.07050, -0.59169, -0.51670], [0.90052, -0.91988, 3.31983], [1.34243, -3.83859, -3.92813], [2.43892, 3.29830, -0.45602], [1.45454, 1.32328, 3.11798], [0.60612, 0.65015, 3.46281], [5.73476, 4.00832, 2.08109]], "mulliken_charge": [-0.110, -0.356, 0.359, 0.578, 0.136, -0.084, 0.480, 0.011, 0.344, 0.215, 0.205, 0.298, 0.430, 0.317, 0.279, 0.484, -0.146, -0.884, 0.265, 0.054, 0.122, 0.295, 0.251, -0.451, 0.385, 0.469, 0.454, -0.149, -0.356, 0.304, -0.200, -0.893, 0.350, 0.398, 0.125, 0.322, 0.787, -0.145, -0.192, -0.292, 0.274, -0.825, 0.392, -1.223, 0.304, 0.312, 0.473, -0.642, -0.510, -0.623, -0.200, 0.095, -1.142, 0.035, 0.380, -0.774, 0.713, 0.251, 0.415, 0.271, 1.251, -0.292, 0.291, -0.465, 0.479, 0.398, -0.361, 0.227, 0.590, -0.396, -0.384, 0.105, -0.643, -0.538, -0.745, -0.009, 0.297, -0.564, 0.332, -0.386, 0.475, -0.121, -0.313, -0.520, -0.273, 0.206, 0.331, 0.355, -0.242, 0.473, -0.022, -0.571, 0.226, -0.115, 0.125, -0.389, -1.344, 0.342, -0.430, 0.292, -0.254, -0.503, -0.193, 0.363, 0.429, -0.864, -0.480, -0.336, 0.181, -0.095, 0.303, 0.345], "e_above_lowest_kcal_mol": 255.0, "homo_lumo_gap_ev": 2.4, "e_homo_ev": -3.944, "total_charge": -1}

---

Max |F|, respectively: 0.059, 0.138 Eh/bohr.